Entry 1:
The following is a quantum chemistry calculation of a 2-piece molecular cluster, C3H5N3 overall in a non-equilibrium geometry, from the Open Molecules 2025 dataset.

Output
Charge: 0
Calculated total energy: -281.42386 hartree
Molecular weight: 83.09 g/mol
2S+1: 1

Each atom is followed by the atoms it is bonded to, with distances in Å.
Positions of all 11 atoms, in Å:
1 N 1.32736 1.50695 0.34707  C2 1.401, H7 1.014, H8 1.013
2 C 0.45216 0.45926 0.03311  N1 1.401, N3 1.373, C6 1.542
3 N -0.68937 0.68005 -0.69676  C2 1.373, N4 1.339
4 N -1.25042 -0.53500 -0.73916  N3 1.339, C5 1.351, H9 1.017
5 C -0.63461 -1.46464 0.02408  N4 1.351, C6 1.413, H10 1.086
6 C 0.56267 -0.97395 0.59219  C2 1.542, C5 1.413
7 H 2.24144 1.15399 0.60952  N1 1.014
8 H 1.35899 2.15005 -0.43465  N1 1.013
9 H -2.15170 -0.62301 -1.20202  N4 1.017
10 H -1.02033 -2.47811 0.08488  C5 1.086
11 H -0.19619 0.12441 1.38173  no bonds

Entry 2:
The following is a quantum chemistry calculation of one molecule with the formula C3H5N3, from the Open Molecules 2025 dataset.

Output
SMILES: [H]/N=C1\CN=CN1
Charge: 0
Calculated total energy: -281.57303 hartree
Molecular weight: 83.09 g/mol
2S+1: 1

Each atom is followed by the atoms it is bonded to, with distances in Å.
Positions of all 11 atoms, in Å:
1 N -1.08385 -0.68990 1.59585  C2 1.269, H7 1.018
2 C -0.42983 -0.23339 0.60824  N1 1.269, C3 1.517, N6 1.388
3 C 0.85754 0.55049 0.43751  C2 1.517, N4 1.459, H8 1.095, H9 1.105
4 N 1.03267 0.81818 -0.98630  C3 1.459, C5 1.274
5 C 0.09740 0.16975 -1.55907  N4 1.274, N6 1.382, H10 1.086
6 N -0.75336 -0.51372 -0.71191  C2 1.388, C5 1.382, H11 1.002
7 H -0.66528 -0.40709 2.48023  N1 1.018
8 H 0.92957 1.47419 1.02201  C3 1.095
9 H 1.59985 -0.21865 0.71613  C3 1.105
10 H -0.03850 0.12055 -2.63588  C5 1.086
11 H -1.54621 -1.07043 -0.96683  N6 1.002

Entry 3:
The following is a quantum chemistry calculation of one molecule with the formula C3H5N3 in a non-equilibrium geometry, from the Open Molecules 2025 dataset.

Output
SMILES: NC1=C=CNN1
Charge: 0
Calculated total energy: -281.44531 hartree
Molecular weight: 83.09 g/mol
2S+1: 1

Each atom is followed by the atoms it is bonded to, with distances in Å.
Positions of all 11 atoms, in Å:
1 N -1.98648 -0.07950 0.05561  C2 1.364, H7 1.008, H8 1.013
2 C -0.64679 0.16728 -0.01629  N1 1.364, N3 1.440, C6 1.397
3 N 0.14768 -0.98169 0.33317  C2 1.440, N4 1.379, H11 1.064
4 N 1.39972 -0.54703 -0.04666  N3 1.379, C5 1.367, H9 1.006
5 C 1.34249 0.79071 -0.32045  N4 1.367, C6 1.392, H10 1.088
6 C 0.06279 1.33846 -0.29380  C2 1.397, C5 1.392
7 H -2.52489 0.71932 -0.24157  N1 1.008
8 H -2.27792 -0.96145 -0.34842  N1 1.013
9 H 2.18750 -1.14996 0.12272  N4 1.006
10 H 2.29316 1.27006 -0.54588  C5 1.088
11 H 0.00275 -0.56621 1.30157  N3 1.064

Entry 4:
The following is a quantum chemistry calculation of one molecule with the formula C3H5N3 in a non-equilibrium geometry, from the Open Molecules 2025 dataset.

Output
SMILES: Nc1ccn[nH]1
Charge: 0
Calculated total energy: -281.50508 hartree
Molecular weight: 83.09 g/mol
2S+1: 1

Each atom is followed by the atoms it is bonded to, with distances in Å.
Positions of all 11 atoms, in Å:
1 N 1.04214 -1.01984 1.15051  C2 1.414, H7 1.018, H8 1.012
2 C 0.12997 -0.38473 0.27618  N1 1.414, C3 1.380, N6 1.354
3 C 0.52077 0.41913 -0.77490  C2 1.380, C4 1.424, H9 1.081
4 C -0.61066 1.25358 -1.00030  C3 1.424, N5 1.321, H10 1.088
5 N -1.63736 0.87482 -0.26055  C4 1.321, N6 1.351
6 N -1.18917 -0.16147 0.48123  C2 1.354, N5 1.351, H11 1.006
7 H 1.78944 -0.34155 1.28710  N1 1.018
8 H 1.47085 -1.88363 0.84497  N1 1.012
9 H 1.00224 -0.31786 -1.40151  C3 1.081
10 H -0.69064 2.20917 -1.51351  C4 1.088
11 H -1.87786 -0.74454 0.92704  N6 1.006